Arrangement w

The following is a quantum chemistry calculation of C3H9NOS in the gas phase, from the OMol25 dataset.

## Properties
Structure (SMILES): CC[C@H](O)SN
Gap between HOMO and LUMO, eV: 8.43
M, g/mol: 107.2
LUMO level, eV: 0.803

The geometry in ORCA input format:
```
! RIJCOSX wB97M-V def2-TZVPD def2/J DEFGRID3
* xyz 0 1
C -0.95459 1.05974 1.03752
C -0.47856 0.40693 -0.33718
C 0.98589 0.56245 -0.47332
N 0.22069 -2.12452 0.30057
O 1.36585 0.69354 -1.79378
S 1.73086 -1.44336 0.06721
H -0.21695 0.82237 1.86558
H -1.98468 0.78591 1.23531
H -1.05161 2.13179 0.91096
H -0.94893 0.95067 -1.17126
H -0.79114 -0.56631 -0.35528
H 1.66299 1.15174 0.08970
H -0.34913 -1.89817 1.14375
H 0.24136 -3.04809 -0.19111
H 0.56793 0.51532 -2.32867
*
```


Arrangement x

The following is a quantum chemistry calculation of C3H9NOS in the gas phase, from the OMol25 dataset.

## Properties
Structure (SMILES): N[C@H](CO)CS
Gap between HOMO and LUMO, eV: 9.92
M, g/mol: 107.2
LUMO level, eV: 0.862

The geometry in ORCA input format:
```
! RIJCOSX wB97M-V def2-TZVPD def2/J DEFGRID3
* xyz 0 1
C 1.81667 -0.45319 -0.36201
O 2.02617 -1.87650 -0.44874
C 0.39450 -0.28765 0.17479
C -0.42067 0.66171 -0.73145
S -2.13206 0.95358 -0.11430
N 0.40382 0.29589 1.52252
H 2.49136 -0.06599 0.41434
H 2.06619 0.05633 -1.28962
H 2.94846 -2.04949 -0.59278
H -0.08003 -1.26652 0.18589
H -0.57690 0.27737 -1.73530
H 0.09823 1.61472 -0.72662
H -2.36170 -0.35144 0.11518
H -0.51173 0.29272 1.92839
H 1.14400 -0.12310 2.05207
*
```


Arrangement y

The following is a quantum chemistry calculation of 2 unconnected molecules or ions with the total composition C3H9NOS, from the OMol25 dataset.

## Properties
Structure (SMILES): NC=O.CCS
Gap between HOMO and LUMO, eV: 10.09
M, g/mol: 107.2
LUMO level, eV: 0.693

The geometry in ORCA input format:
```
! RIJCOSX wB97M-V def2-TZVPD def2/J DEFGRID3
* xyz 0 1
C 1.96732 -0.01175 -1.24072
C 1.30499 0.89792 -0.22118
S 1.46835 0.21467 1.46475
H 3.04669 -0.12815 -1.14027
H 1.55359 -1.01545 -1.17536
H 1.80754 0.37692 -2.24083
H 0.24598 0.77433 -0.42378
H 1.64209 1.92436 -0.28571
H 0.45323 0.86167 2.03474
C -2.35099 -0.00947 0.51008
N -2.23542 -1.34197 0.70227
O -3.20503 0.52570 -0.16010
H -1.49886 0.57664 0.87127
H -1.46014 -1.69635 1.23602
H -2.73935 -1.94907 0.06883
*
```


arrangement y is favored, and the nearest alternative lies 12.9 kcal/mol above it.


Arrangement w

The following is a quantum chemistry calculation of 2 unconnected molecules or ions with the total composition CH4NP, from the OMol25 dataset.

## Properties
Gap between HOMO and LUMO (alpha / beta), eV: 9.24 / 7.11
M, g/mol: 61.0
LUMO level (alpha / beta), eV: -0.322 / -0.472

The geometry in ORCA input format:
```
! RIJCOSX wB97M-V def2-TZVPD def2/J DEFGRID3
* xyz 0 1
C 1.75833 -0.46424 -0.06248
N -2.94236 0.97380 0.11797
P -2.43589 -0.45652 -0.17987
H 2.26896 0.47158 -0.29727
H 2.22702 -1.16629 0.67664
H 1.51292 -0.85646 -1.05974
H -2.38898 1.49813 0.80475
*
```


Arrangement x

The following is a quantum chemistry calculation of CH4NP in the gas phase, from the OMol25 dataset.

## Properties
Structure (SMILES): [H]/P=N/C
Gap between HOMO and LUMO, eV: 8.48
M, g/mol: 61.0
LUMO level, eV: -0.089

The geometry in ORCA input format:
```
! RIJCOSX wB97M-V def2-TZVPD def2/J DEFGRID3
* xyz 0 1
C 0.88282 0.21988 -0.03821
N -0.47585 -0.35796 -0.10074
P -1.90103 0.20312 -0.09154
H 0.87642 0.66636 0.90419
H 1.43605 0.95892 -0.83653
H 1.63899 -0.56939 0.11897
H -2.45740 -1.12093 0.04386
*
```


arrangement x is favored, and the nearest alternative lies 42.6 kcal/mol above it.


Arrangement w

The following is a quantum chemistry calculation of 2 unconnected molecules or ions with the total composition C3H6INO2, from the OMol25 dataset.

## Properties
Gap between HOMO and LUMO (alpha / beta), eV: 7.53 / 7.53
M, g/mol: 215.0
LUMO level (alpha / beta), eV: 0.012 / 0.012

The geometry in ORCA input format:
```
! RIJCOSX wB97M-V def2-TZVPD def2/J DEFGRID3
* xyz 0 1
C -1.13664 1.44084 1.10739
C 1.37353 -0.79070 -1.93273
C -0.21419 -0.46104 -0.20766
N -0.87830 1.24247 2.35997
O -1.57730 2.16599 0.32106
O 1.10009 -0.50291 -0.64645
I -0.64284 -2.08953 1.14984
H 2.40654 -0.46976 -2.14466
H 0.59010 -0.20180 -2.57623
H 1.38464 -1.91814 -1.99450
H -1.01829 -0.66815 -1.00245
H -0.51999 0.19548 2.55966
H -0.86734 2.05725 3.00675
*
```


Arrangement x

The following is a quantum chemistry calculation of C3H6INO2 in the gas phase, from the OMol25 dataset.

## Properties
Structure (SMILES): CC[C@H](I)[N+](=O)[O-]
Gap between HOMO and LUMO, eV: 9.92
M, g/mol: 215.0
LUMO level, eV: -0.047

The geometry in ORCA input format:
```
! RIJCOSX wB97M-V def2-TZVPD def2/J DEFGRID3
* xyz 0 1
C 1.55649 0.32741 0.06113
C 0.15167 0.85270 0.33290
C -0.90612 0.07467 -0.40660
N -0.98472 -1.50029 -0.01392
O -0.46265 -2.23322 -0.80040
O -1.51288 -1.76568 1.02197
I -2.88317 0.84586 -0.07529
H 1.70474 -0.65465 0.50488
H 2.28523 1.01087 0.49085
H 1.74305 0.25337 -1.00880
H 0.08235 1.88362 -0.02982
H -0.05673 0.85920 1.40440
H -0.71727 0.04615 -1.48131
*
```


arrangement x is favored, and the nearest alternative lies 23.5 kcal/mol above it.